(1)
Molecular formula: C26H64NO9
Method: DFT, wB97M-V/def2-TZVPD

Structure (XYZ):
```
100
C26H64NO9 | OMol25 | wB97M-V/def2-TZVPD
O -3.23 -3.40 1.28
N -3.65 -2.38 0.70
O -3.14 -2.49 -0.54
C -1.75 -1.92 -0.54
C -1.42 -1.56 -2.11
O -0.51 -2.53 -2.74
H -1.85 -0.89 0.04
H -0.98 -2.66 -0.05
H -0.83 -0.54 -2.06
H -0.64 -3.42 -2.29
C 1.43 -7.04 0.98
C 0.63 -5.84 0.51
O 0.58 -5.72 -0.91
C -0.03 -6.80 -1.62
C -1.49 -7.01 -1.26
H 2.43 -7.04 0.53
H 1.53 -7.02 2.07
H 0.95 -7.98 0.71
H 1.10 -4.93 0.88
H -0.39 -5.85 0.92
H 0.55 -7.72 -1.49
H 0.03 -6.55 -2.68
H -1.60 -7.35 -0.23
H -1.94 -7.77 -1.91
H -2.05 -6.08 -1.36
C 1.45 1.84 0.35
C 0.37 1.27 1.25
O 0.46 -0.14 1.43
C 1.66 -0.64 2.03
C 1.88 -0.12 3.44
H 1.48 1.30 -0.61
H 1.27 2.90 0.16
H 2.44 1.74 0.80
H -0.60 1.46 0.80
H 0.37 1.77 2.23
H 2.52 -0.42 1.39
H 1.56 -1.73 2.07
H 2.07 0.96 3.45
H 2.74 -0.61 3.90
H 1.00 -0.30 4.06
C -2.11 2.25 -7.68
C -1.12 2.46 -6.54
O -1.63 2.05 -5.27
C -1.96 0.67 -5.13
C -0.78 -0.26 -5.33
H -3.07 2.71 -7.44
H -1.72 2.68 -8.61
H -2.29 1.18 -7.85
H -0.91 3.53 -6.46
H -0.17 1.96 -6.75
H -2.78 0.41 -5.80
H -2.34 0.55 -4.11
H -0.42 -0.24 -6.36
H -1.06 -1.29 -5.09
H 0.06 0.04 -4.68
C 0.58 -4.63 7.22
C 1.14 -4.34 5.84
O 0.83 -5.35 4.88
C -0.55 -5.56 4.60
C -1.25 -4.34 4.03
H 0.87 -5.63 7.55
H 0.94 -3.89 7.94
H -0.52 -4.60 7.22
H 2.23 -4.30 5.91
H 0.82 -3.36 5.48
H -1.06 -5.93 5.50
H -0.59 -6.37 3.86
H -1.31 -3.54 4.77
H -2.27 -4.60 3.73
H -0.71 -3.96 3.16
C 1.04 4.14 -3.54
C 2.44 4.58 -3.16
O 3.28 4.82 -4.28
C 2.87 5.86 -5.17
C 2.80 7.22 -4.52
H 1.07 3.29 -4.23
H 0.47 3.85 -2.65
H 0.49 4.94 -4.04
H 2.92 3.78 -2.59
H 2.42 5.45 -2.50
H 1.92 5.59 -5.65
H 3.62 5.89 -5.97
H 2.00 7.27 -3.77
H 2.59 8.00 -5.26
H 3.74 7.46 -4.01
C -0.36 5.58 5.72
C 0.20 5.87 4.34
O -0.11 4.86 3.38
C -1.49 4.64 3.10
C -2.19 5.86 2.53
H -0.07 4.58 6.06
H 0.00 6.32 6.44
H -1.46 5.61 5.72
H 1.29 5.91 4.41
H -0.12 6.85 3.98
H -2.00 4.28 4.00
H -1.53 3.84 2.36
H -2.25 6.67 3.27
H -3.21 5.61 2.23
H -1.65 6.25 1.66
```

Summary:
- orbital gap (eV) = 3.707
- net charge = -1
- HOMO level (eV) = -1.39
- energy above the lowest of the compared OMol25 structures with the same formula, charge and spin (kcal/mol) = 20.7


(2)
Molecular formula: C2H33N2O13
Method: DFT, wB97M-V/def2-TZVPD

Structure (XYZ):
```
50
C2H33N2O13 | OMol25 | wB97M-V/def2-TZVPD
C 0.10 0.65 1.39
C 1.26 -0.05 1.32
N 1.68 -0.64 0.03
N -0.39 1.16 2.56
H -0.55 0.74 0.54
H 1.88 -0.24 2.14
H 0.87 -0.66 -0.64
H 2.37 -0.02 -0.40
H 1.97 -1.63 0.24
H 0.22 1.30 3.35
H -1.05 1.94 2.49
H -2.37 -1.67 0.71
H -3.53 -2.27 -0.16
O -2.73 -1.71 -0.20
H 1.68 2.62 -1.01
H 3.23 2.57 -1.24
O 2.41 2.10 -1.40
H 0.31 2.89 -2.35
H 1.27 2.48 -3.44
O 0.35 2.53 -3.23
H 0.63 -3.70 3.17
H 1.17 -3.09 1.90
O 0.60 -2.87 2.68
H -1.67 -0.81 2.57
H -1.00 -2.20 2.36
O -1.82 -1.70 2.26
H 1.65 3.15 2.10
H 2.28 3.49 3.48
O 1.59 2.98 3.04
H -0.65 3.40 -0.45
H 0.13 4.57 -1.01
O 0.29 3.68 -0.74
H 3.16 -3.68 0.71
H 1.94 -3.74 -0.24
O 2.28 -3.31 0.60
H 1.04 -5.07 -1.82
H 0.53 -3.63 -1.78
O 1.32 -4.20 -1.67
H -3.75 0.65 -2.02
H -2.99 -0.16 -0.87
O -2.99 0.70 -1.40
H -1.53 -2.37 -1.31
H -0.65 -1.75 -2.33
O -0.81 -2.59 -1.91
H -1.43 0.40 -2.08
H -0.17 0.95 -2.81
O -0.52 0.18 -2.33
H -2.89 3.60 -0.15
H -2.50 2.11 -0.54
O -2.19 2.93 -0.10
```

Summary:
- orbital gap (eV) = 9.463
- net charge = +1
- HOMO level (eV) = -11.74
- energy above the lowest of the compared OMol25 structures with the same formula, charge and spin (kcal/mol) = 5.4


(3)
Molecular formula: C10H19Cl2N3OS
Method: DFT, wB97M-V/def2-TZVPD

Structure (XYZ):
```
36
C10H19Cl2N3OS | OMol25 | wB97M-V/def2-TZVPD
C 3.28 -0.15 0.45
C 2.68 -1.40 -0.17
Cl 3.65 -2.78 0.37
C 1.23 -1.71 0.24
Cl 1.02 -1.45 1.99
C 0.20 -0.98 -0.65
C 0.55 0.36 -1.30
C -0.69 0.58 -2.13
N -1.84 0.18 -1.22
C -2.77 1.28 -0.81
C -2.10 2.55 -0.28
N -2.55 2.86 1.09
C -1.23 -0.76 -0.13
N -1.37 -0.09 1.11
C -2.08 -0.51 2.01
S -2.95 -1.05 3.15
H 2.63 0.72 0.35
H 3.52 -0.32 1.50
H 4.21 0.08 -0.07
H 2.75 -1.35 -1.25
H 1.09 -2.78 0.09
H 0.07 -1.67 -1.49
H 1.39 0.29 -1.98
H 0.70 1.16 -0.58
H -0.85 1.58 -2.54
H -0.72 -0.12 -2.97
H -2.44 -0.43 -1.78
H -3.31 1.52 -1.72
H -3.50 0.89 -0.11
H -2.42 3.38 -0.91
H -1.02 2.48 -0.34
H -2.57 2.01 1.63
H -1.87 3.44 1.55
H -1.79 -1.69 -0.18
O 4.44 -3.00 3.91
H 4.52 -3.15 2.96
```

Summary:
- orbital gap (eV) = 2.245
- net charge = 0
- HOMO level (eV) = -3.80


(4)
Molecular formula: C38H37AuCl3IN3O4S2Se2
Method: DFT, wB97M-V/def2-TZVPD

Structure (XYZ):
```
91
C38H37AuCl3IN3O4S2Se2 | OMol25 | wB97M-V/def2-TZVPD
Au 1.15 -0.11 -1.01
O 4.65 -0.65 4.17
C 4.92 -0.29 2.84
C 3.82 -0.89 1.93
C 3.79 -2.41 2.12
O 2.67 -2.95 1.46
C 2.50 -0.28 2.37
Se 0.87 -0.90 1.48
C 4.17 -0.50 0.49
Se 3.24 -1.52 -0.92
H 5.36 -0.34 4.74
H 5.90 -0.68 2.53
H 4.93 0.80 2.72
H 3.75 -2.62 3.19
H 4.71 -2.84 1.70
H 2.50 -3.83 1.80
H 2.52 0.81 2.26
H 2.36 -0.52 3.43
H 5.23 -0.70 0.31
H 3.98 0.56 0.32
O -0.71 -1.87 -1.31
S -0.25 -3.11 -0.62
C -1.55 -4.35 -0.83
C -1.50 -5.40 0.07
C -2.47 -6.39 0.01
C -3.47 -6.31 -0.95
C -3.49 -5.27 -1.86
C -2.53 -4.27 -1.80
C 0.88 -3.86 -1.82
C 0.67 -3.60 -3.17
C 1.61 -4.04 -4.09
C 2.74 -4.72 -3.67
C 2.92 -4.98 -2.32
C 1.99 -4.56 -1.39
H -0.73 -5.43 0.82
H -2.46 -7.20 0.72
H -4.25 -7.06 -0.97
H -4.27 -5.22 -2.60
H -2.55 -3.44 -2.48
H -0.21 -3.07 -3.47
H 1.44 -3.85 -5.14
H 3.48 -5.04 -4.39
H 3.81 -5.51 -1.99
H 2.12 -4.78 -0.34
Cl 2.64 2.27 5.07
C 1.29 2.85 4.17
C 1.13 4.20 3.93
C 0.04 4.63 3.20
C -0.88 3.74 2.68
C -2.06 4.26 1.90
C -1.67 4.53 0.42
N -1.41 3.30 -0.27
C -2.32 2.50 -0.89
C -1.65 1.39 -1.30
N -0.35 1.50 -0.93
C -0.23 2.66 -0.31
O -2.53 5.47 2.45
C -3.82 5.38 3.03
C -4.86 5.01 2.02
C -5.16 5.79 0.94
Cl -4.49 7.32 0.57
S -6.34 5.05 -0.10
C -6.41 3.68 0.93
C -5.59 3.79 2.00
C -0.70 2.38 2.92
Cl -1.78 1.19 2.28
C 0.37 1.93 3.68
H 1.84 4.91 4.33
H -0.12 5.69 3.04
H -2.86 3.50 1.90
H -0.79 5.16 0.39
H -2.50 5.05 -0.07
H -3.35 2.77 -0.99
H -2.01 0.51 -1.80
H 0.67 3.04 0.11
H -4.00 6.38 3.44
H -3.82 4.65 3.85
H -7.07 2.87 0.68
H -5.50 3.05 2.76
H 0.47 0.88 3.89
I -1.68 -1.43 -6.10
C 0.03 -0.51 -5.28
C 1.03 0.01 -6.08
C 2.16 0.54 -5.48
C 2.23 0.55 -4.09
N 1.24 0.09 -3.33
C 0.16 -0.43 -3.90
H 0.94 0.00 -7.16
H 2.96 0.94 -6.07
H 3.09 0.94 -3.58
H -0.59 -0.81 -3.22
```

Summary:
- orbital gap (spin up / spin down) (eV) = 5.858 / 5.856
- net charge = +1
- HOMO level (spin up / spin down) (eV) = -9.64 / -9.64